[1]
DFT (wB97M-V/def2-TZVPD) results for a structure of composition C27H26HfN10O3S5.

Element x y z (Å)
Hf 0.032 1.640 0.177
N 1.270 -1.633 2.931
C 1.210 -2.869 2.276
C 1.975 -3.947 2.707
C 1.834 -5.182 2.093
C 0.952 -5.343 1.032
C 0.221 -4.257 0.574
C 0.340 -3.026 1.201
S -0.652 -1.650 0.752
N 0.443 -0.354 1.109
C 1.029 -0.425 2.324
C 1.395 0.782 2.953
C 1.967 0.891 4.244
C 2.135 2.120 4.811
C 1.730 3.270 4.102
C 1.211 3.112 2.847
N 1.063 1.913 2.243
H 1.812 -1.608 3.777
H 2.663 -3.821 3.536
H 2.417 -6.022 2.447
H 0.839 -6.308 0.556
H -0.452 -4.360 -0.269
H 2.251 0.009 4.801
H 2.559 2.209 5.802
H 1.821 4.258 4.528
H 0.885 3.973 2.277
O -1.669 1.272 1.335
N -2.784 1.982 1.445
C -3.859 1.374 1.982
C -5.028 2.062 2.137
C -5.083 3.397 1.725
C -3.973 3.989 1.169
C -2.789 3.262 1.015
S -1.351 3.861 0.297
H -3.691 0.343 2.255
H -5.883 1.567 2.571
H -5.997 3.963 1.840
H -3.988 5.015 0.833
N 0.115 3.222 -2.235
N 1.409 3.586 -2.607
C 2.381 3.630 -1.699
N 3.600 3.967 -2.123
S 2.132 3.322 -0.048
H -0.243 2.573 -2.931
H -0.478 4.045 -2.193
H 1.619 3.690 -3.588
H 3.788 4.253 -3.070
H 4.350 3.990 -1.455
N 2.029 -5.464 -2.922
C 1.693 -4.138 -2.842
C 0.853 -3.552 -3.802
C 0.473 -2.233 -3.685
C 0.907 -1.485 -2.595
C 1.752 -2.046 -1.642
C 2.152 -3.354 -1.773
S 0.465 0.188 -2.452
O 1.462 0.810 -1.557
O 0.326 0.739 -3.776
N -0.838 0.473 -1.552
C -2.136 0.314 -1.993
S -2.640 -0.736 -3.280
C -4.276 -0.299 -2.971
C -4.316 0.612 -1.975
N -3.110 0.951 -1.410
H 1.903 -5.934 -3.801
H 2.807 -5.787 -2.374
H 0.511 -4.138 -4.646
H -0.145 -1.779 -4.449
H 2.098 -1.449 -0.809
H 2.807 -3.792 -1.029
H -5.090 -0.703 -3.550
H -5.219 1.066 -1.595

Computed properties:
- orbital gap (alpha / beta) (eV) = 6.03 / 7.16
- expectation value of S² = 0.76
- LUMO level (alpha / beta) (eV) = -2.01 / -2.59
- DFT total energy (hartree) = -3856.71508
- total charge = +1
- energy above the lowest of the compared OMol25 structures with the same formula, charge and spin (kJ/mol) = 13.58
- spin multiplicity = 2

---

[2]
DFT (wB97M-V/def2-TZVPD) results for a structure of composition C27H26MnN4O3S.

Element x y z (Å)
Mn -0.140 0.160 0.198
C -1.934 -0.754 2.611
O -1.587 -0.884 1.224
C -2.236 -1.831 0.455
C -3.212 -2.679 0.943
C -3.788 -3.596 0.072
C -3.391 -3.662 -1.254
C -2.406 -2.811 -1.731
C -1.827 -1.890 -0.874
N -0.797 -0.971 -1.255
N -0.456 -1.015 -2.462
C 0.509 -0.187 -2.955
C 1.176 0.797 -2.207
O 0.973 1.039 -0.938
C 2.156 1.615 -2.844
C 2.438 1.446 -4.157
C 1.787 0.458 -4.956
C 2.110 0.303 -6.319
C 1.484 -0.651 -7.076
C 0.516 -1.476 -6.483
C 0.186 -1.342 -5.158
C 0.817 -0.369 -4.362
H -1.708 -1.685 3.131
H -2.992 -0.509 2.698
H -1.319 0.055 2.988
H -3.521 -2.640 1.977
H -4.552 -4.266 0.444
H -3.842 -4.384 -1.921
H -2.078 -2.855 -2.759
H 2.653 2.359 -2.239
H 3.185 2.074 -4.629
H 2.861 0.951 -6.754
H 1.733 -0.772 -8.121
H 0.023 -2.233 -7.079
H -0.560 -1.989 -4.720
O 0.337 1.172 1.744
N 1.540 0.894 2.295
C 2.032 1.817 3.150
C 3.225 1.606 3.779
C 3.921 0.421 3.510
C 3.402 -0.491 2.629
C 2.171 -0.257 1.994
S 1.434 -1.347 0.886
H 1.406 2.688 3.265
H 3.606 2.352 4.458
H 4.870 0.225 3.990
H 3.920 -1.409 2.392
C -4.063 2.860 -2.114
C -3.565 3.171 -0.696
C -4.678 2.956 0.337
C -2.999 4.593 -0.612
C -2.474 2.225 -0.389
N -1.620 1.498 -0.163
H -4.866 3.557 -2.357
H -4.454 1.846 -2.184
H -3.268 2.983 -2.848
H -5.487 3.655 0.124
H -4.322 3.143 1.350
H -5.077 1.943 0.282
H -3.802 5.295 -0.837
H -2.199 4.743 -1.335
H -2.619 4.812 0.385

Computed properties:
- orbital gap (alpha / beta) (eV) = 6.95 / 6.87
- expectation value of S² = 2.03
- LUMO level (alpha / beta) (eV) = -3.27 / -3.37
- DFT total energy (hartree) = -3038.20764
- total charge = +1
- spin multiplicity = 3

---

[3]
DFT (wB97M-V/def2-TZVPD) results for a cluster of 7 separate species, C27H27B2N4O17 in total at a distorted geometry.

Element x y z (Å)
N -1.245 -0.446 0.679
H -0.220 -0.585 0.559
H -1.432 0.566 0.503
H -1.526 -0.724 1.646
H -1.734 -1.069 0.014
O 0.848 0.355 2.353
C 1.944 0.800 2.150
O 2.236 1.730 1.264
B 3.674 2.046 1.375
O 4.221 1.164 2.408
C 3.252 0.428 2.921
O 3.330 -0.345 3.825
O 4.416 1.932 0.097
C 5.138 3.045 -0.093
O 5.919 3.262 -0.961
C 4.740 4.069 0.988
O 3.821 3.495 1.717
O 5.194 5.167 1.096
O -1.040 -0.651 -2.603
C -0.192 -0.083 -3.240
O 0.478 0.970 -2.857
B 1.531 1.338 -3.829
O 1.404 0.294 -4.876
C 0.442 -0.536 -4.594
O 0.187 -1.549 -5.192
O 2.886 1.401 -3.269
C 3.468 2.549 -3.564
O 4.592 2.865 -3.341
C 2.425 3.399 -4.331
O 1.315 2.661 -4.407
O 2.577 4.466 -4.835
C 2.232 -2.605 -1.843
C 2.202 -1.162 -2.326
C 2.278 -0.424 -0.989
O 1.345 -1.148 -0.194
C 1.549 -2.540 -0.464
H 3.243 -2.999 -1.738
H 1.685 -3.239 -2.545
H 1.218 -0.894 -2.713
H 2.957 -0.934 -3.074
H 1.987 0.621 -1.106
H 3.262 -0.337 -0.515
H 0.697 -3.211 -0.370
H 2.218 -2.910 0.323
N -2.013 -2.623 -1.118
C -2.751 -3.594 -0.570
C -3.402 -4.585 -1.296
C -3.066 -4.723 -2.634
C -2.203 -3.805 -3.193
C -1.752 -2.746 -2.420
H -2.997 -3.524 0.485
H -4.137 -5.221 -0.823
H -3.616 -5.367 -3.311
H -1.944 -3.726 -4.241
H -1.110 -1.990 -2.852
N -2.208 -1.177 3.227
C -3.374 -1.848 3.233
C -4.011 -2.320 4.375
C -3.361 -2.102 5.573
C -2.187 -1.382 5.614
C -1.678 -0.894 4.428
H -3.870 -1.863 2.269
H -4.931 -2.874 4.266
H -3.829 -2.399 6.506
H -1.696 -1.114 6.539
H -0.803 -0.255 4.433
N -2.079 2.243 0.940
C -1.632 2.687 2.119
C -2.042 3.853 2.720
C -3.011 4.621 2.096
C -3.418 4.239 0.825
C -2.929 3.054 0.293
H -0.852 2.084 2.573
H -1.702 4.180 3.693
H -3.500 5.432 2.620
H -4.180 4.773 0.274
H -3.239 2.732 -0.692

Computed properties:
- orbital gap (eV) = 8.45
- LUMO level (eV) = 1.75
- DFT total energy (hartree) = -2593.36869
- total charge = -1
- energy above the lowest of the compared OMol25 structures with the same formula, charge and spin (kJ/mol) = 287.34

---

[4]
DFT (wB97M-V/def2-TZVPD) results for a structure of composition C27H27BN2O2PdS4Sb at a distorted geometry.

Element x y z (Å)
Pd -0.304 -0.582 1.206
N 0.559 -2.726 0.638
C 1.304 -3.357 1.733
C 2.177 -2.322 2.418
N 1.345 -1.223 2.911
H -0.112 -3.368 0.231
H 1.198 -2.445 -0.102
H 1.928 -4.183 1.380
H 0.582 -3.764 2.445
H 2.884 -1.909 1.695
H 2.754 -2.800 3.214
H 1.911 -0.430 3.195
H 0.789 -1.509 3.712
S -2.527 0.533 0.475
C -2.001 0.409 2.058
S -0.896 1.734 2.564
S -1.985 -1.173 2.719
O -1.017 0.578 5.225
B -0.422 1.400 4.302
O 0.723 2.016 4.768
C 0.842 1.551 6.072
C 1.821 1.839 6.991
C 1.692 1.216 8.233
C 0.635 0.355 8.512
C -0.344 0.066 7.561
C -0.202 0.688 6.344
H 2.634 2.513 6.765
H 2.432 1.410 8.997
H 0.565 -0.096 9.492
H -1.167 -0.602 7.763
S 1.206 0.328 -0.326
Sb 0.012 0.402 -2.303
C -1.259 2.014 -2.519
C -0.814 3.292 -2.189
C -1.665 4.371 -2.357
C -2.948 4.172 -2.852
C -3.385 2.900 -3.187
C -2.542 1.809 -3.019
C 1.450 0.589 -3.803
C 2.784 0.300 -3.546
C 3.710 0.369 -4.578
C 3.304 0.719 -5.856
C 1.973 1.026 -6.109
C 1.046 0.970 -5.081
C -1.107 -1.294 -2.802
C -1.186 -1.626 -4.155
C -1.962 -2.701 -4.561
C -2.669 -3.440 -3.625
C -2.593 -3.112 -2.280
C -1.812 -2.043 -1.864
H 0.184 3.447 -1.796
H -1.330 5.366 -2.101
H -3.612 5.017 -2.975
H -4.383 2.754 -3.576
H -2.893 0.815 -3.268
H 3.107 0.025 -2.548
H 4.750 0.151 -4.381
H 4.027 0.760 -6.659
H 1.660 1.316 -7.103
H 0.017 1.250 -5.279
H -0.636 -1.065 -4.899
H -2.013 -2.959 -5.610
H -3.283 -4.271 -3.946
H -3.156 -3.679 -1.550
H -1.778 -1.790 -0.813

Computed properties:
- orbital gap (eV) = 6.56
- LUMO level (eV) = -4.12
- DFT total energy (hartree) = -3290.68771
- total charge = +1
- energy above the lowest of the compared OMol25 structures with the same formula, charge and spin (kJ/mol) = 0.00

---

Q: Which of these has the highest DFT total energy?
A: C27H27B2N4O17

---

Please write out number 3 again, unchanged.
DFT (wB97M-V/def2-TZVPD) results for a cluster of 7 separate species, C27H27B2N4O17 in total at a distorted geometry.

Element x y z (Å)
N -1.245 -0.446 0.679
H -0.220 -0.585 0.559
H -1.432 0.566 0.503
H -1.526 -0.724 1.646
H -1.734 -1.069 0.014
O 0.848 0.355 2.353
C 1.944 0.800 2.150
O 2.236 1.730 1.264
B 3.674 2.046 1.375
O 4.221 1.164 2.408
C 3.252 0.428 2.921
O 3.330 -0.345 3.825
O 4.416 1.932 0.097
C 5.138 3.045 -0.093
O 5.919 3.262 -0.961
C 4.740 4.069 0.988
O 3.821 3.495 1.717
O 5.194 5.167 1.096
O -1.040 -0.651 -2.603
C -0.192 -0.083 -3.240
O 0.478 0.970 -2.857
B 1.531 1.338 -3.829
O 1.404 0.294 -4.876
C 0.442 -0.536 -4.594
O 0.187 -1.549 -5.192
O 2.886 1.401 -3.269
C 3.468 2.549 -3.564
O 4.592 2.865 -3.341
C 2.425 3.399 -4.331
O 1.315 2.661 -4.407
O 2.577 4.466 -4.835
C 2.232 -2.605 -1.843
C 2.202 -1.162 -2.326
C 2.278 -0.424 -0.989
O 1.345 -1.148 -0.194
C 1.549 -2.540 -0.464
H 3.243 -2.999 -1.738
H 1.685 -3.239 -2.545
H 1.218 -0.894 -2.713
H 2.957 -0.934 -3.074
H 1.987 0.621 -1.106
H 3.262 -0.337 -0.515
H 0.697 -3.211 -0.370
H 2.218 -2.910 0.323
N -2.013 -2.623 -1.118
C -2.751 -3.594 -0.570
C -3.402 -4.585 -1.296
C -3.066 -4.723 -2.634
C -2.203 -3.805 -3.193
C -1.752 -2.746 -2.420
H -2.997 -3.524 0.485
H -4.137 -5.221 -0.823
H -3.616 -5.367 -3.311
H -1.944 -3.726 -4.241
H -1.110 -1.990 -2.852
N -2.208 -1.177 3.227
C -3.374 -1.848 3.233
C -4.011 -2.320 4.375
C -3.361 -2.102 5.573
C -2.187 -1.382 5.614
C -1.678 -0.894 4.428
H -3.870 -1.863 2.269
H -4.931 -2.874 4.266
H -3.829 -2.399 6.506
H -1.696 -1.114 6.539
H -0.803 -0.255 4.433
N -2.079 2.243 0.940
C -1.632 2.687 2.119
C -2.042 3.853 2.720
C -3.011 4.621 2.096
C -3.418 4.239 0.825
C -2.929 3.054 0.293
H -0.852 2.084 2.573
H -1.702 4.180 3.693
H -3.500 5.432 2.620
H -4.180 4.773 0.274
H -3.239 2.732 -0.692

Computed properties:
- orbital gap (eV) = 8.45
- LUMO level (eV) = 1.75
- DFT total energy (hartree) = -2593.36869
- total charge = -1
- energy above the lowest of the compared OMol25 structures with the same formula, charge and spin (kJ/mol) = 287.34

---

Copy entry 3 word for word.
DFT (wB97M-V/def2-TZVPD) results for a cluster of 7 separate species, C27H27B2N4O17 in total at a distorted geometry.

Element x y z (Å)
N -1.245 -0.446 0.679
H -0.220 -0.585 0.559
H -1.432 0.566 0.503
H -1.526 -0.724 1.646
H -1.734 -1.069 0.014
O 0.848 0.355 2.353
C 1.944 0.800 2.150
O 2.236 1.730 1.264
B 3.674 2.046 1.375
O 4.221 1.164 2.408
C 3.252 0.428 2.921
O 3.330 -0.345 3.825
O 4.416 1.932 0.097
C 5.138 3.045 -0.093
O 5.919 3.262 -0.961
C 4.740 4.069 0.988
O 3.821 3.495 1.717
O 5.194 5.167 1.096
O -1.040 -0.651 -2.603
C -0.192 -0.083 -3.240
O 0.478 0.970 -2.857
B 1.531 1.338 -3.829
O 1.404 0.294 -4.876
C 0.442 -0.536 -4.594
O 0.187 -1.549 -5.192
O 2.886 1.401 -3.269
C 3.468 2.549 -3.564
O 4.592 2.865 -3.341
C 2.425 3.399 -4.331
O 1.315 2.661 -4.407
O 2.577 4.466 -4.835
C 2.232 -2.605 -1.843
C 2.202 -1.162 -2.326
C 2.278 -0.424 -0.989
O 1.345 -1.148 -0.194
C 1.549 -2.540 -0.464
H 3.243 -2.999 -1.738
H 1.685 -3.239 -2.545
H 1.218 -0.894 -2.713
H 2.957 -0.934 -3.074
H 1.987 0.621 -1.106
H 3.262 -0.337 -0.515
H 0.697 -3.211 -0.370
H 2.218 -2.910 0.323
N -2.013 -2.623 -1.118
C -2.751 -3.594 -0.570
C -3.402 -4.585 -1.296
C -3.066 -4.723 -2.634
C -2.203 -3.805 -3.193
C -1.752 -2.746 -2.420
H -2.997 -3.524 0.485
H -4.137 -5.221 -0.823
H -3.616 -5.367 -3.311
H -1.944 -3.726 -4.241
H -1.110 -1.990 -2.852
N -2.208 -1.177 3.227
C -3.374 -1.848 3.233
C -4.011 -2.320 4.375
C -3.361 -2.102 5.573
C -2.187 -1.382 5.614
C -1.678 -0.894 4.428
H -3.870 -1.863 2.269
H -4.931 -2.874 4.266
H -3.829 -2.399 6.506
H -1.696 -1.114 6.539
H -0.803 -0.255 4.433
N -2.079 2.243 0.940
C -1.632 2.687 2.119
C -2.042 3.853 2.720
C -3.011 4.621 2.096
C -3.418 4.239 0.825
C -2.929 3.054 0.293
H -0.852 2.084 2.573
H -1.702 4.180 3.693
H -3.500 5.432 2.620
H -4.180 4.773 0.274
H -3.239 2.732 -0.692

Computed properties:
- orbital gap (eV) = 8.45
- LUMO level (eV) = 1.75
- DFT total energy (hartree) = -2593.36869
- total charge = -1
- energy above the lowest of the compared OMol25 structures with the same formula, charge and spin (kJ/mol) = 287.34

---

Q: Among the records above, which one has the highest DFT total energy?
A: C27H27B2N4O17